w) # H12O6

A cluster of 6 separate species, H12O6 in total (wB97M-V/def2-TZVPD, the OMol25 dataset).

Summary:
* highest occupied orbital energy: -10.5379 eV
* gap between HOMO and LUMO: 10.1886 eV

Last column: natural (NBO) charge in e.
Geometry (Å):
O: 1.723 0.714 2.880  -0.9581
H: 1.347 -0.147 3.064  0.4649
H: 1.238 1.030 2.118  0.4849
O: 2.528 -1.547 -2.959  -0.9539
H: 2.158 -0.739 -2.604  0.4808
H: 3.031 -1.920 -2.235  0.4667
O: 0.802 0.692 -2.373  -0.9590
H: 0.777 1.573 -2.000  0.4867
H: 0.261 0.751 -3.161  0.4913
O: -2.297 0.590 0.554  -0.9502
H: -2.774 1.177 -0.032  0.4901
H: -1.905 -0.062 -0.026  0.4842
O: 0.434 0.683 0.433  -0.9830
H: 0.483 0.504 -0.506  0.4808
H: -0.484 0.907 0.586  0.4792
O: -2.247 -1.540 2.397  -0.9457
H: -2.248 -0.645 2.058  0.4799
H: -2.825 -2.022 1.806  0.4605


x) # H12O6

A cluster of 6 separate species, H12O6 in total (wB97M-V/def2-TZVPD, the OMol25 dataset).

Summary:
* highest occupied orbital energy: -10.3357 eV
* gap between HOMO and LUMO: 10.2690 eV

Last column: natural (NBO) charge in e.
Geometry (Å):
O: -1.444 -15.174 11.607  -0.9656
H: -1.850 -16.012 11.386  0.4596
H: -0.542 -15.396 11.836  0.4851
O: 3.663 -15.695 12.305  -0.9497
H: 4.346 -16.035 12.883  0.4965
H: 3.920 -15.989 11.431  0.4874
O: -0.759 -18.083 12.050  -0.9554
H: -1.457 -18.321 12.661  0.4818
H: -0.828 -18.727 11.345  0.4760
O: 3.953 -12.674 13.081  -0.9368
H: 4.832 -12.296 13.103  0.4619
H: 4.065 -13.516 12.641  0.4718
O: 1.104 -15.529 12.439  -0.9840
H: 2.051 -15.449 12.323  0.4961
H: 0.916 -16.448 12.250  0.4771
O: -1.266 -14.906 14.677  -0.9547
H: -0.487 -14.841 14.124  0.4831
H: -1.933 -15.290 14.108  0.4698


y) # H12O6

A cluster of 6 separate species, H12O6 in total (wB97M-V/def2-TZVPD, the OMol25 dataset).

Summary:
* highest occupied orbital energy: -11.0866 eV
* gap between HOMO and LUMO: 11.0435 eV

Last column: natural (NBO) charge in e.
Geometry (Å):
O: 0.049 1.236 -0.070  -0.9465
H: 0.957 1.180 0.087  0.4659
H: -0.207 2.001 0.453  0.4952
O: -0.934 -1.412 -0.408  -0.9554
H: -0.586 -2.092 -1.008  0.4839
H: -0.376 -0.702 -0.386  0.4808
O: -3.016 0.609 1.169  -0.9307
H: -3.457 0.567 1.975  0.4613
H: -2.194 0.167 1.291  0.4691
O: 2.376 -0.950 -0.522  -0.9081
H: 2.551 -0.041 -0.302  0.4452
H: 3.184 -1.087 -0.929  0.4638
O: 0.583 -1.851 2.100  -0.9527
H: 0.050 -1.769 1.304  0.4826
H: 0.052 -1.386 2.759  0.4550
O: 0.165 2.152 -2.647  -0.9531
H: 0.986 1.797 -2.907  0.4565
H: -0.183 1.581 -1.960  0.4871


Most stable structure, least stable structure: x), y).


w) # ArH24O12

A structure of composition ArH24O12 (wB97M-V/def2-TZVPD, the OMol25 dataset).

Summary:
* highest occupied orbital energy: -10.0128 eV
* gap between HOMO and LUMO: 9.4640 eV

Last column: natural (NBO) charge in e.
Geometry (Å):
Ar: 1.923 -3.792 16.084  -0.0006
O: -0.568 -1.180 16.200  -0.9744
H: -1.000 -2.012 16.391  0.4826
H: 0.039 -1.383 15.488  0.4691
O: 2.448 -3.452 12.534  -0.9548
H: 1.767 -3.947 12.078  0.4812
H: 3.021 -3.135 11.836  0.4878
O: -0.521 -5.911 15.634  -0.9505
H: -0.187 -6.474 14.935  0.4909
H: -0.371 -6.410 16.437  0.4733
O: 5.181 -3.388 17.777  -0.9578
H: 4.746 -2.616 17.414  0.5037
H: 4.467 -3.993 17.979  0.4495
O: 3.816 -7.038 16.411  -0.9670
H: 4.768 -6.979 16.489  0.4799
H: 3.483 -6.462 17.099  0.4794
O: 3.198 -1.511 18.381  -0.9665
H: 2.688 -2.202 18.804  0.4885
H: 2.541 -0.931 17.994  0.4744
O: -1.583 -3.686 16.929  -0.9634
H: -2.495 -3.697 16.637  0.4753
H: -1.165 -4.394 16.439  0.4938
O: 2.361 -6.064 18.737  -0.9473
H: 1.575 -6.444 18.346  0.4774
H: 2.611 -6.684 19.423  0.4948
O: 3.691 -5.859 13.787  -0.9477
H: 3.066 -6.459 14.193  0.4672
H: 3.176 -5.080 13.578  0.4734
O: 1.434 -3.612 19.745  -0.9668
H: 1.715 -4.444 19.365  0.4831
H: 0.487 -3.591 19.605  0.4738
O: 1.633 -0.860 13.832  -0.9531
H: 1.694 -1.696 13.370  0.4814
H: 0.865 -0.433 13.454  0.4682
O: 4.911 -1.405 15.273  -0.9336
H: 4.513 -1.589 14.422  0.4670
H: 5.843 -1.295 15.083  0.4677


x) # ArH24O12

A structure of composition ArH24O12 (wB97M-V/def2-TZVPD, the OMol25 dataset).

Summary:
* highest occupied orbital energy: -10.5988 eV
* gap between HOMO and LUMO: 10.4371 eV

Last column: natural (NBO) charge in e.
Geometry (Å):
Ar: -0.534 -0.401 -0.220  0.0000
O: -1.029 2.628 -1.997  -0.9791
H: -0.272 2.150 -1.661  0.4762
H: -1.733 1.980 -2.019  0.4953
O: -0.758 -1.646 3.133  -0.9810
H: -1.584 -1.187 3.286  0.4773
H: -0.097 -0.955 3.124  0.4909
O: 2.058 -2.938 -0.843  -0.9844
H: 2.547 -3.758 -0.913  0.4852
H: 1.458 -3.078 -0.111  0.5160
O: -2.493 0.377 -2.886  -0.9454
H: -2.504 1.121 -3.487  0.4752
H: -1.821 -0.206 -3.239  0.4836
O: 1.226 -3.091 -3.506  -0.9648
H: 1.992 -2.824 -4.015  0.4585
H: 1.461 -2.895 -2.599  0.4884
O: 0.160 -3.661 1.313  -0.9764
H: 0.737 -4.186 1.867  0.4698
H: -0.095 -2.922 1.866  0.5081
O: 1.737 1.619 -1.521  -0.9486
H: 1.602 1.465 -2.456  0.4870
H: 2.129 2.491 -1.475  0.4874
O: -1.284 1.550 2.501  -0.9915
H: -1.005 2.258 1.920  0.5085
H: -1.986 1.934 3.026  0.4850
O: -0.613 3.713 0.704  -0.9675
H: -0.700 3.371 -0.185  0.4966
H: 0.259 4.107 0.725  0.4722
O: 0.818 0.303 3.961  -0.9579
H: 0.199 0.790 3.418  0.4923
H: 1.680 0.547 3.622  0.4768
O: 3.148 -0.420 -0.289  -0.9890
H: 2.783 -1.253 -0.587  0.4831
H: 2.654 0.244 -0.772  0.4738
O: -3.644 1.210 0.139  -0.9487
H: -3.698 0.427 -0.408  0.4746
H: -2.800 1.134 0.585  0.4726


Most stable structure, least stable structure: x), w).


w) # C5H14N4

A cluster of 3 separate species, C5H14N4 in total (wB97M-V/def2-TZVPD, the OMol25 dataset).

Summary:
* highest occupied orbital energy: -8.9796 eV
* gap between HOMO and LUMO: 9.8719 eV

Last column: natural (NBO) charge in e.
Geometry (Å):
C: 1.529 -1.932 -0.266  -0.6796
N: -0.446 -1.908 1.111  -0.4707
C: 0.068 -1.634 -0.134  0.4454
N: -1.730 -1.502 1.522  -0.6515
N: -0.581 -1.212 -1.135  -0.7503
H: 0.196 -2.017 1.882  0.3813
H: -1.842 -0.491 1.395  0.3510
H: -2.428 -1.981 0.956  0.3480
H: -1.568 -1.030 -0.962  0.3283
H: 1.752 -2.924 0.121  0.2168
H: 1.809 -1.873 -1.312  0.2404
H: 2.095 -1.193 0.299  0.2406
C: -0.835 1.660 1.374  -0.6977
C: 0.080 2.029 -2.130  -0.8668
C: 0.428 1.474 1.151  0.4617
N: 1.569 1.106 0.983  -0.6521
H: 2.316 1.746 0.756  0.3915
H: -1.201 1.867 2.364  0.2507
H: -1.535 1.692 0.560  0.2512
H: 0.085 2.694 -1.275  0.1975
H: -0.764 2.269 -2.765  0.2102
H: 0.005 0.999 -1.804  0.2445
H: 0.997 2.160 -2.691  0.2096


x) # C5H14N4

A cluster of 2 separate species, C5H14N4 in total (wB97M-V/def2-TZVPD, the OMol25 dataset).

Summary:
* highest occupied orbital energy: -7.8696 eV
* gap between HOMO and LUMO: 8.5384 eV

Last column: natural (NBO) charge in e.
Geometry (Å):
C: 1.328 -1.761 -0.059  -0.4471
C: 2.257 0.777 -0.826  -0.6993
C: 0.485 1.848 0.530  -0.6676
C: 0.868 0.600 -0.224  0.3260
N: 0.556 -0.584 0.246  -0.4482
H: 2.247 -1.798 0.536  0.2075
H: 0.730 -2.640 0.183  0.1878
H: 1.594 -1.901 -1.118  0.1881
H: 2.378 0.175 -1.727  0.2208
H: 3.008 0.424 -0.116  0.2236
H: 2.523 1.814 -1.017  0.2200
H: 1.172 2.064 1.347  0.2267
H: -0.496 1.779 0.986  0.2410
H: 0.504 2.706 -0.146  0.2125
C: -2.172 -0.351 0.438  0.7030
N: -1.952 -1.613 -0.082  -0.8208
N: -2.436 0.643 -0.586  -0.8485
N: -2.282 -0.056 1.670  -0.9353
H: -1.750 -1.741 -1.062  0.3721
H: -1.258 -2.085 0.497  0.3990
H: -3.021 1.377 -0.200  0.3914
H: -2.899 0.230 -1.388  0.3587
H: -1.384 0.091 2.120  0.3887


Most stable structure, least stable structure: x), w).


w) # C3H6INO

A structure of composition C3H6INO (wB97M-V/def2-TZVPD, the OMol25 dataset).

Summary:
* highest occupied orbital energy: -8.8547 eV
* gap between HOMO and LUMO: 9.2611 eV

Last column: natural (NBO) charge in e.
Geometry (Å):
C: -1.047 -0.794 -0.240  -0.1932
C: 0.736 0.999 0.179  -0.1835
C: 0.747 -0.504 0.381  -0.4092
N: -1.138 0.354 -1.041  -0.3216
O: -0.544 1.422 -0.467  -0.3608
I: 0.888 -1.114 2.449  0.0838
H: -0.999 -1.774 -0.749  0.2262
H: -1.600 -0.686 0.822  0.2105
H: 0.655 1.472 1.167  0.2019
H: 1.586 1.490 -0.297  0.2008
H: 1.544 -0.948 -0.212  0.2115
H: -0.828 0.083 -1.992  0.3336


x) # C3H6INO

A structure of composition C3H6INO (wB97M-V/def2-TZVPD, the OMol25 dataset).

Summary:
* highest occupied orbital energy: -8.7190 eV
* gap between HOMO and LUMO: 8.3392 eV

Last column: natural (NBO) charge in e.
Geometry (Å):
C: -0.038 -0.216 -0.140  0.2115
C: -1.201 -1.205 0.029  -0.6625
C: -0.357 1.244 -0.043  -0.6772
N: 1.095 -0.695 -0.032  -0.0643
O: 2.289 0.669 -0.279  -0.7357
I: 4.034 -0.075 -0.091  0.4521
H: -1.400 -1.772 -0.943  0.2475
H: -1.078 -1.878 0.936  0.2484
H: -2.211 -0.769 0.299  0.2296
H: 0.018 1.872 -0.845  0.2626
H: 0.309 1.545 0.832  0.2618
H: -1.460 1.280 0.279  0.2262


Most stable structure, least stable structure: w), x).